The following is a quantum chemistry calculation of a cluster of 8 separate species, C32H88N8O8 in total in a non-equilibrium geometry, from OMol25.

Each line ends with the Löwdin charge.
Cartesian coordinates (Å):
C1 -0.6867 1.6869 0.2083  -0.13
O1 0.4014 0.8316 0.3423  -0.18
C2 0.7080 0.0306 -0.7760  -0.19
C3 2.1576 -0.4765 -0.6455  -0.38
C4 2.7981 -0.7534 -2.0282  -0.05
N1 2.1291 -1.7141 0.1368  0.06
H1 -0.6370 2.3993 1.0431  0.07
H2 -1.6931 1.2627 0.2349  0.08
H3 -0.4938 2.3944 -0.6159  0.09
H4 0.0110 -0.8137 -0.7997  0.11
H5 0.6750 0.6988 -1.6474  0.11
H6 2.7267 0.2747 -0.0983  0.13
H7 2.2864 -0.1977 -2.8199  0.04
H8 2.6640 -1.7854 -2.3524  0.07
H9 3.8463 -0.4710 -2.1171  0.07
H10 3.0158 -2.0061 0.5065  0.02
H11 1.6987 -2.4295 -0.4301  0.06
C5 0.1246 -1.0820 -4.1790  -0.15
O2 0.6319 -1.4562 -5.4214  -0.17
C6 0.5266 -0.4094 -6.3730  -0.21
C7 1.1612 -0.9253 -7.6872  -0.43
C8 1.3619 0.2045 -8.6711  -0.08
N2 0.3254 -1.9488 -8.3256  0.03
H12 0.5033 -1.7346 -3.3915  0.07
H13 -0.9727 -1.0669 -4.1239  0.09
H14 0.4143 -0.0896 -3.8108  0.07
H15 -0.5287 -0.1154 -6.4279  0.13
H16 1.1066 0.4757 -6.0794  0.12
H17 2.1045 -1.3713 -7.3704  0.14
H18 1.8753 -0.1286 -9.5722  0.08
H19 2.0138 0.9872 -8.2700  0.08
H20 0.4112 0.6676 -8.9394  0.08
H21 0.3350 -2.8023 -7.7709  0.07
H22 -0.6474 -1.6629 -8.2261  0.07
C9 0.1944 4.7235 3.1165  -0.09
O3 -0.1032 4.9966 4.4721  -0.18
C10 -0.8602 6.1307 4.8139  -0.21
C11 -2.2142 6.1546 4.1264  -0.44
C12 -3.0199 7.4301 4.3333  -0.07
N3 -3.0208 4.9939 4.5915  0.06
H23 0.8528 5.4401 2.6190  0.09
H24 -0.7556 4.7344 2.5742  0.05
H25 0.6403 3.7379 3.0214  0.09
H26 -0.9616 6.1222 5.9037  0.13
H27 -0.3523 7.1015 4.7182  0.13
H28 -2.0819 6.0032 3.0479  0.11
H29 -3.4313 7.3994 5.3514  0.08
H30 -3.9039 7.5119 3.7028  0.07
H31 -2.4929 8.3871 4.3791  0.07
H32 -3.4008 4.5748 3.7400  0.04
H33 -2.3083 4.2753 4.7677  0.08
C13 -5.4199 2.4934 5.0807  -0.09
O4 -4.9797 1.7550 3.9522  -0.22
C14 -4.9577 0.3571 4.1477  -0.23
C15 -4.2133 -0.3180 3.0092  -0.39
C16 -2.7562 0.1645 2.9076  -0.06
N4 -4.8332 0.1370 1.7485  0.03
H34 -4.7452 2.2522 5.9032  0.09
H35 -6.4667 2.3249 5.3416  0.09
H36 -5.3201 3.5424 4.8149  0.07
H37 -4.4425 0.1684 5.1040  0.12
H38 -5.9537 -0.0693 4.3130  0.12
H39 -4.2593 -1.4004 3.1122  0.14
H40 -2.6477 1.2316 3.0893  0.07
H41 -2.3782 -0.1384 1.9320  0.06
H42 -2.0632 -0.3555 3.5768  0.08
H43 -5.7926 -0.1597 1.5986  0.07
H44 -4.9202 1.1460 1.8240  0.03
C17 1.3305 -7.3154 -0.4109  -0.08
O5 2.6556 -6.7584 -0.4359  -0.17
C18 2.7166 -5.7076 0.5006  -0.25
C19 4.1146 -5.1036 0.6877  -0.40
C20 4.0475 -4.1456 1.8967  -0.05
N5 4.4237 -4.2736 -0.4866  0.04
H45 0.6574 -6.5795 -0.8382  0.05
H46 1.0309 -7.6733 0.5746  0.09
H47 1.4612 -8.1850 -1.0528  0.09
H48 2.0457 -4.8698 0.2468  0.12
H49 2.2683 -6.0183 1.4561  0.11
H50 4.8667 -5.8845 0.8405  0.14
H51 4.1904 -3.1257 1.5579  0.03
H52 4.8526 -4.3035 2.6179  0.08
H53 3.1169 -4.3913 2.4045  0.08
H54 5.3221 -3.9139 -0.1583  0.07
H55 4.6243 -4.7246 -1.3718  0.08
C21 4.8896 -2.0096 4.8718  -0.11
O6 5.3500 -1.5567 3.6311  -0.22
C22 5.0856 -0.2680 3.1609  -0.21
C23 6.0884 0.0940 2.0700  -0.44
C24 5.9391 -0.8419 0.8914  -0.07
N6 7.4909 0.1790 2.5010  0.05
H56 5.3318 -1.4037 5.6737  0.09
H57 5.1563 -3.0322 5.1392  0.08
H58 3.7950 -1.9587 4.8486  0.09
H59 4.0653 -0.1772 2.7613  0.13
H60 5.1251 0.4508 3.9924  0.12
H61 5.7777 1.0506 1.6302  0.13
H62 4.9493 -0.8581 0.4407  0.06
H63 6.1429 -1.8623 1.2507  0.07
H64 6.7040 -0.7193 0.1220  0.09
H65 7.7917 -0.7964 2.4989  0.07
H66 7.5300 0.4381 3.4826  0.07
C25 -4.0141 3.8819 0.9379  -0.12
O7 -3.6224 4.0278 -0.3962  -0.18
C26 -2.5468 4.9549 -0.5146  -0.21
C27 -2.1505 5.1511 -1.9553  -0.45
C28 -1.0567 6.1895 -2.0784  -0.07
N7 -3.2708 5.5003 -2.8594  0.04
H67 -4.6194 4.7183 1.3106  0.10
H68 -3.1622 3.7141 1.6071  0.07
H69 -4.6837 3.0272 1.0308  0.08
H70 -2.9529 5.9194 -0.1696  0.14
H71 -1.7284 4.6036 0.1201  0.11
H72 -1.8395 4.1545 -2.3098  0.13
H73 -0.6274 6.2974 -3.0765  0.08
H74 -0.2186 5.8821 -1.4439  0.08
H75 -1.3567 7.1999 -1.7987  0.08
H76 -2.8894 5.4562 -3.8029  0.07
H77 -3.8792 4.6794 -2.8877  0.07
C29 -1.9822 -2.9242 -0.8765  -0.08
O8 -2.2409 -4.3233 -0.8230  -0.17
C30 -1.5809 -5.1133 -1.7630  -0.25
C31 -1.9806 -4.9513 -3.2334  -0.46
C32 -3.4588 -5.2065 -3.4759  -0.05
N8 -1.1791 -5.8614 -4.0170  0.04
H78 -1.1400 -2.6774 -0.2150  0.08
H79 -2.8621 -2.4833 -0.4100  0.09
H80 -1.7329 -2.5333 -1.8614  0.07
H81 -0.4839 -5.1230 -1.5999  0.10
H82 -1.6257 -6.1722 -1.4560  0.13
H83 -1.8271 -3.8721 -3.3803  0.11
H84 -4.1382 -4.6087 -2.8689  0.08
H85 -3.7410 -6.2506 -3.3273  0.08
H86 -3.6681 -4.9553 -4.5199  0.07
H87 -0.2236 -5.5153 -4.1159  0.08
H88 -1.4395 -5.8630 -5.0021  0.08

Atoms 1-3, force components in eV/Å:
C 0.4538 1.7238 0.3073
O 0.2269 -0.4923 0.7945
C 0.7275 0.7625 0.1848

Electronic energy: -62905.4458 eV
E_LUMO: 0.46 eV
Net charge: 0
Frontier orbital gap: 9.2 eV
Molecular weight: 713.1 g mol⁻¹
SMILES string: COC[C@H](C)N.COC[C@H](C)N.COC[C@H](C)N.COC[C@H](C)N.COC[C@H](C)N.COC[C@H](C)N.COC[C@H](C)N.COC[C@H](C)N
Energy relative to the best compared isomer or geometry (same formula, charge and spin): 76.59 kcal per mole